(1)
The following is a DFT calculation (the ωB97M-V functional and the def2-TZVPD basis) of 2 unconnected molecules or ions with the total composition C3H8O2S2 at a distorted geometry.

Structure (ORCA input):
```
! wB97M-V def2-TZVPD RIJCOSX def2/J DEFGRID3
* xyz 0 1
O -0.376 -0.940 1.794
C -0.041 0.196 1.941
C -0.006 1.192 0.757
C 1.213 0.992 -0.149
S 2.724 0.433 0.767
S 3.382 2.252 1.636
H 0.262 0.688 2.884
H -0.870 0.986 0.121
H -0.143 2.182 1.189
H 1.009 0.184 -0.844
H 1.461 1.925 -0.644
H 4.623 2.266 1.069
O -4.693 -4.261 -3.320
H -4.728 -4.050 -4.264
H -3.818 -4.044 -2.938
*
```

- ΔE to the lowest compared entry with this formula, charge and spin: 33.1 kcal per mole
- HOMO level: -9.044 eV
- SMILES string: O=CCCSS.O

(2)
The following is a DFT calculation (the ωB97M-V functional and the def2-TZVPD basis) of a single C3H3NO3 molecule at a distorted geometry.

Structure (ORCA input):
```
! wB97M-V def2-TZVPD RIJCOSX def2/J DEFGRID3
* xyz 0 3
C -0.324 -1.267 0.828
C 0.861 0.544 0.517
C -1.046 -0.948 -0.235
N 0.096 0.678 -0.438
O 0.370 1.823 -1.175
O 0.659 -0.444 1.393
O -1.873 -1.110 -1.054
H -0.589 -2.041 1.476
H 1.591 1.362 0.764
H 0.256 1.402 -2.075
*
```

- ΔE to the lowest compared entry with this formula, charge and spin: 37.3 kcal per mole
- HOMO level (alpha / beta): -5.047 / -10.192 eV

(3)
The following is a DFT calculation (the ωB97M-V functional and the def2-TZVPD basis) of 2 unconnected molecules or ions with the total composition C3H10OS2 at a distorted geometry.

Structure (ORCA input):
```
! wB97M-V def2-TZVPD RIJCOSX def2/J DEFGRID3
* xyz 1 2
C 0.610 -1.411 -4.475
S 0.162 0.222 -4.956
S 1.663 1.469 -4.650
H 1.661 -1.580 -4.730
H 0.053 -2.137 -5.056
H 0.522 -1.646 -3.413
H 2.153 1.276 -3.396
C -0.543 -0.083 3.087
O 0.643 0.660 2.752
C -1.573 0.803 3.780
H -0.898 -0.432 2.120
H -0.262 -0.955 3.670
H 1.294 0.583 3.452
H -1.190 1.825 3.799
H -2.494 0.874 3.210
H -1.803 0.533 4.808
*
```

- ΔE to the lowest compared entry with this formula, charge and spin: 27.9 kcal per mole
- HOMO level (alpha / beta): -12.225 / -12.225 eV

(4)
The following is a DFT calculation (the ωB97M-V functional and the def2-TZVPD basis) of a molecular structure, C23H41CdFN3O5PS3.

Structure (ORCA input):
```
! wB97M-V def2-TZVPD RIJCOSX def2/J DEFGRID3
* xyz 0 1
Cd -0.195 -0.610 -0.922
C 0.840 -1.940 4.042
O 0.269 -0.808 3.414
C 1.066 0.348 3.560
C 0.440 1.481 2.776
O 0.662 1.396 1.382
C 1.879 1.990 0.974
C 1.948 2.014 -0.538
O 2.056 0.738 -1.138
C 3.332 0.138 -0.995
H 0.925 -1.781 5.122
H 0.184 -2.786 3.847
H 1.826 -2.162 3.625
H 1.127 0.624 4.622
H 2.085 0.148 3.203
H -0.641 1.457 2.926
H 0.816 2.438 3.157
H 1.920 3.029 1.329
H 2.740 1.459 1.399
H 1.030 2.457 -0.925
H 2.797 2.638 -0.842
H 4.112 0.822 -1.347
H 3.533 -0.156 0.038
H 3.328 -0.762 -1.606
F -6.489 -0.471 -3.124
C -5.251 -0.073 -2.719
C -4.207 -0.116 -3.618
C -2.952 0.294 -3.197
C -2.722 0.755 -1.896
C -1.362 1.155 -1.451
C -3.813 0.776 -1.024
C -5.078 0.362 -1.422
H -4.379 -0.469 -4.626
H -2.121 0.247 -3.892
H -1.406 1.800 -0.573
H -0.829 1.682 -2.245
H -3.666 1.122 -0.007
H -5.922 0.389 -0.744
C -6.562 -3.315 -1.246
C -5.120 -3.758 -1.472
C -4.121 -2.984 -0.674
N -2.995 -2.571 -1.128
N -2.235 -1.919 -0.194
C -2.807 -1.842 0.969
N -2.262 -1.192 2.035
S -4.367 -2.590 1.013
H -7.240 -3.909 -1.857
H -6.697 -2.267 -1.511
H -6.859 -3.447 -0.203
H -4.830 -3.643 -2.517
H -5.016 -4.819 -1.223
H -1.252 -1.090 2.040
H -2.636 -1.414 2.943
C -0.942 -5.467 -1.826
C -0.063 -5.528 -0.592
C -0.781 -5.078 0.664
O 1.189 -4.818 -0.772
P 1.504 -3.268 -0.986
S 1.190 -2.165 0.655
S 0.612 -2.513 -2.598
O 3.089 -3.347 -1.132
C 3.885 -4.280 -1.910
C 4.212 -5.495 -1.062
C 3.269 -4.640 -3.248
H -1.745 -6.198 -1.712
H -0.374 -5.716 -2.722
H -1.386 -4.481 -1.958
H 0.284 -6.554 -0.455
H -1.149 -4.059 0.553
H -0.117 -5.116 1.528
H -1.630 -5.742 0.841
H 4.802 -3.715 -2.087
H 3.321 -6.098 -0.892
H 4.616 -5.188 -0.098
H 4.959 -6.106 -1.573
H 2.349 -5.210 -3.120
H 3.980 -5.256 -3.801
H 3.045 -3.751 -3.834
*
```

- ΔE to the lowest compared entry with this formula, charge and spin: 0.0 kcal per mole
- HOMO level: -7.077 eV

(5)
The following is a DFT calculation (the ωB97M-V functional and the def2-TZVPD basis) of 2 unconnected molecules or ions with the total composition C3H7NO2 at a distorted geometry.

Structure (ORCA input):
```
! wB97M-V def2-TZVPD RIJCOSX def2/J DEFGRID3
* xyz 0 1
C -2.461 -0.732 -0.279
C 1.929 0.203 -0.347
C 0.896 0.111 0.678
N -1.623 0.152 0.040
O -1.261 1.306 0.008
O -0.022 -0.880 0.471
H -2.133 -1.703 -0.295
H -3.541 -0.366 -0.455
H 2.732 0.881 -0.128
H 2.334 -0.756 -0.786
H 1.353 0.650 -1.114
H 0.521 1.106 0.501
H 1.275 0.030 1.706
*
```

- ΔE to the lowest compared entry with this formula, charge and spin: 151.4 kcal per mole
- HOMO level: -9.588 eV

(6)
The following is a DFT calculation (the ωB97M-V functional and the def2-TZVPD basis) of 8 unconnected molecules or ions with the total composition C20H40Cl14N3S2 at a distorted geometry.

Structure (ORCA input):
```
! wB97M-V def2-TZVPD RIJCOSX def2/J DEFGRID3
* xyz 1 1
C 4.756 1.233 -0.652
C 3.529 1.963 -1.400
S 2.401 2.870 -0.218
C 1.314 3.885 -1.369
N 0.106 3.060 -1.682
C -0.801 2.434 -0.726
N -1.834 1.702 -1.392
N -2.820 0.985 -0.735
C -1.626 1.857 -2.820
C -0.360 2.712 -3.009
S 0.273 3.094 -4.691
H 5.537 1.961 -0.251
H 5.268 0.581 -1.462
H 4.426 0.518 0.181
H 2.972 1.226 -2.071
H 3.990 2.759 -2.086
H 1.025 4.885 -0.867
H 1.852 4.112 -2.364
H -0.636 2.528 0.398
H -3.182 0.232 -1.348
H -2.388 0.545 0.112
H -2.269 1.395 -3.633
H 1.518 3.704 -4.643
Cl -2.472 -0.296 1.906
C -0.756 -0.397 2.383
C -0.414 0.572 3.497
Cl -0.471 2.270 2.956
H -0.146 -0.219 1.494
H -0.581 -1.422 2.715
H 0.603 0.387 3.849
H -1.093 0.465 4.345
Cl -1.890 -4.126 2.792
C -3.113 -4.310 1.508
C -4.393 -4.938 2.024
Cl -4.169 -6.647 2.469
H -2.672 -4.901 0.703
H -3.320 -3.309 1.123
H -5.159 -4.910 1.246
H -4.777 -4.407 2.898
Cl -4.564 -0.927 -2.281
C -6.256 -1.448 -2.494
C -7.068 -1.283 -1.224
Cl -6.563 -2.422 0.049
H -6.250 -2.485 -2.835
H -6.680 -0.831 -3.288
H -8.121 -1.484 -1.430
H -6.987 -0.271 -0.825
Cl 6.706 1.911 3.096
C 5.302 2.088 4.177
C 4.126 1.243 3.729
Cl 3.410 1.842 2.210
H 5.041 3.147 4.223
H 5.626 1.774 5.171
H 3.338 1.274 4.485
H 4.414 0.201 3.581
Cl 1.054 -0.470 -3.423
C 2.613 -1.290 -3.695
C 2.941 -1.420 -5.169
Cl 1.856 -2.562 -5.999
H 2.573 -2.264 -3.204
H 3.377 -0.689 -3.197
H 3.956 -1.803 -5.289
H 2.877 -0.458 -5.681
Cl 2.950 8.486 1.962
C 1.734 8.308 0.674
C 0.452 7.678 1.182
Cl 0.673 5.964 1.621
H 2.178 7.721 -0.132
H 1.528 9.310 0.293
H -0.311 7.709 0.401
H 0.064 8.204 2.056
Cl -2.143 -8.174 -0.024
C -0.771 -9.056 0.691
C -0.232 -8.367 1.929
Cl 0.574 -6.826 1.543
H -0.001 -9.165 -0.075
H -1.136 -10.052 0.950
H 0.513 -9.003 2.411
H -1.025 -8.164 2.652
*
```

- HOMO level: -11.452 eV

(7)
The following is a DFT calculation (the ωB97M-V functional and the def2-TZVPD basis) of a molecular structure, C31H26Cl2N3O8STl at a distorted geometry.

Structure (ORCA input):
```
! wB97M-V def2-TZVPD RIJCOSX def2/J DEFGRID3
* xyz -2 1
Tl -23.380 -1.274 3.448
C -28.057 1.478 2.854
C -26.813 0.919 3.581
O -26.183 0.160 2.873
C -26.510 1.370 5.005
C -27.469 2.093 5.720
C -27.281 2.506 7.052
C -26.095 2.111 7.671
C -25.143 1.379 7.022
C -25.271 1.077 5.595
O -24.248 0.578 4.984
H -27.964 1.249 1.813
H -28.236 2.528 3.085
H -28.956 0.968 3.273
H -28.465 2.335 5.316
H -28.050 3.093 7.567
H -25.990 2.390 8.704
H -24.212 1.077 7.528
C -25.364 -4.731 6.404
C -25.329 -4.498 7.900
N -24.105 -4.751 8.504
O -26.314 -4.230 8.542
H -24.391 -4.816 5.986
H -25.885 -3.966 5.891
H -25.901 -5.647 6.153
H -23.286 -4.904 7.942
H -23.990 -4.566 9.491
O -21.659 -5.767 6.981
S -20.554 -5.101 6.314
O -19.479 -6.020 5.977
N -21.024 -4.242 5.051
C -20.804 -2.902 5.252
O -21.080 -1.971 4.513
C -20.059 -2.613 6.559
C -19.706 -1.378 7.008
C -19.161 -1.277 8.308
C -18.985 -2.418 9.051
C -19.357 -3.687 8.604
C -19.913 -3.763 7.336
H -19.907 -0.480 6.426
H -18.849 -0.337 8.732
H -18.607 -2.278 10.110
H -19.099 -4.624 9.150
Cl -21.931 2.710 4.952
C -20.377 3.509 4.746
C -19.838 4.205 5.791
C -18.688 4.956 5.624
C -18.055 4.936 4.404
C -18.593 4.180 3.352
Cl -17.645 4.063 1.867
C -19.790 3.456 3.467
N -20.283 2.656 2.407
C -20.673 3.161 1.202
C -20.844 4.510 0.970
C -21.348 4.957 -0.295
C -21.642 4.026 -1.270
C -21.385 2.686 -1.075
C -20.859 2.231 0.147
C -20.600 0.749 0.337
C -21.571 -0.009 1.261
O -22.129 -1.025 0.802
O -21.673 0.481 2.418
H -20.300 4.160 6.783
H -18.288 5.513 6.447
H -17.121 5.431 4.288
H -20.722 1.721 2.658
H -20.738 5.324 1.754
H -21.391 5.999 -0.591
H -22.010 4.421 -2.244
H -21.646 1.895 -1.798
H -19.602 0.594 0.765
H -20.703 0.198 -0.574
*
```

- ΔE to the lowest compared entry with this formula, charge and spin: 0.0 kcal per mole
- HOMO level: -2.454 eV

(8)
The following is a DFT calculation (the ωB97M-V functional and the def2-TZVPD basis) of a molecular structure, C14H28N6O6Pd at a distorted geometry.

Structure (ORCA input):
```
! wB97M-V def2-TZVPD RIJCOSX def2/J DEFGRID3
* xyz 0 3
O -2.544 -2.594 -0.949
H -3.329 -2.250 -1.450
Pd 0.028 0.311 0.342
N -1.816 1.187 0.364
N -0.386 0.465 -1.682
N 0.780 -0.042 2.214
N 1.868 -0.524 -0.086
O -2.404 1.488 1.428
O 0.047 0.116 3.221
O 2.431 -0.560 -1.292
O 0.495 0.334 -2.608
C -1.579 1.025 -1.979
C -2.394 1.344 -0.860
C 2.008 -0.612 2.234
C 2.638 -0.785 0.973
C -3.761 1.919 -1.008
H -4.500 1.160 -1.303
H -3.787 2.673 -1.804
H -4.081 2.381 -0.073
C -1.836 1.364 -3.414
H -1.672 0.501 -4.073
H -1.164 2.159 -3.774
H -2.857 1.724 -3.576
C 2.677 -0.937 3.512
C 4.063 -1.196 0.784
H 1.894 -1.048 4.270
H 3.402 -0.146 3.790
H 3.252 -1.877 3.441
H 4.371 -0.986 -0.253
H 4.206 -2.273 0.982
H 4.707 -0.624 1.470
H -1.532 -0.660 2.039
H 1.615 -0.182 -1.879
C -1.684 -3.505 -1.604
H -1.715 -3.207 -2.653
H -2.079 -4.468 -1.375
H -0.718 -3.221 -1.133
O -1.314 -1.224 1.233
H -2.069 -1.933 -0.320
H -1.023 -2.042 1.679
C -0.259 4.136 4.005
C 0.229 3.662 2.697
C 1.157 4.104 1.730
C 1.223 3.104 0.710
N 0.375 2.131 1.126
N -0.228 2.479 2.277
C 1.998 2.976 -0.511
H 0.615 4.448 4.597
H -0.921 5.006 3.862
H -0.805 3.319 4.515
H 1.736 5.000 1.728
H -0.936 1.857 2.646
H 2.316 3.963 -0.880
H 2.901 2.371 -0.327
H 1.454 2.499 -1.344
*
```

- HOMO level (alpha / beta): -4.918 / -5.971 eV

Copy entry 8 word for word.
The following is a DFT calculation (the ωB97M-V functional and the def2-TZVPD basis) of a molecular structure, C14H28N6O6Pd at a distorted geometry.

Structure (ORCA input):
```
! wB97M-V def2-TZVPD RIJCOSX def2/J DEFGRID3
* xyz 0 3
O -2.544 -2.594 -0.949
H -3.329 -2.250 -1.450
Pd 0.028 0.311 0.342
N -1.816 1.187 0.364
N -0.386 0.465 -1.682
N 0.780 -0.042 2.214
N 1.868 -0.524 -0.086
O -2.404 1.488 1.428
O 0.047 0.116 3.221
O 2.431 -0.560 -1.292
O 0.495 0.334 -2.608
C -1.579 1.025 -1.979
C -2.394 1.344 -0.860
C 2.008 -0.612 2.234
C 2.638 -0.785 0.973
C -3.761 1.919 -1.008
H -4.500 1.160 -1.303
H -3.787 2.673 -1.804
H -4.081 2.381 -0.073
C -1.836 1.364 -3.414
H -1.672 0.501 -4.073
H -1.164 2.159 -3.774
H -2.857 1.724 -3.576
C 2.677 -0.937 3.512
C 4.063 -1.196 0.784
H 1.894 -1.048 4.270
H 3.402 -0.146 3.790
H 3.252 -1.877 3.441
H 4.371 -0.986 -0.253
H 4.206 -2.273 0.982
H 4.707 -0.624 1.470
H -1.532 -0.660 2.039
H 1.615 -0.182 -1.879
C -1.684 -3.505 -1.604
H -1.715 -3.207 -2.653
H -2.079 -4.468 -1.375
H -0.718 -3.221 -1.133
O -1.314 -1.224 1.233
H -2.069 -1.933 -0.320
H -1.023 -2.042 1.679
C -0.259 4.136 4.005
C 0.229 3.662 2.697
C 1.157 4.104 1.730
C 1.223 3.104 0.710
N 0.375 2.131 1.126
N -0.228 2.479 2.277
C 1.998 2.976 -0.511
H 0.615 4.448 4.597
H -0.921 5.006 3.862
H -0.805 3.319 4.515
H 1.736 5.000 1.728
H -0.936 1.857 2.646
H 2.316 3.963 -0.880
H 2.901 2.371 -0.327
H 1.454 2.499 -1.344
*
```

- HOMO level (alpha / beta): -4.918 / -5.971 eV

Number 4 is which compound?
C23H41CdFN3O5PS3